1.
Formula: C34H34BF3O2
Source: the OMol25 dataset
Level of theory: the ωB97M-V functional and the def2-TZVPD basis

```
74
C34H34BF3O2, DFT the ωB97M-V functional and the def2-TZVPD basis
F 5.9158 -3.0265 1.3958
F 5.4380 -0.8677 1.3713
F 5.6351 -1.9790 -0.5289
O -1.1705 -2.6211 2.0389
O -1.1008 -3.1368 -0.3465
C 0.5430 3.1947 -2.9303
C -0.6313 -5.0075 1.3091
C 0.0042 3.2735 -0.6680
C 2.4307 2.8755 0.1630
C 3.1198 -2.4769 2.0415
C 3.0289 -2.5941 -0.3410
C -2.2389 -1.9308 1.3794
C -2.1088 3.1358 0.6555
C -1.8242 -1.9149 -0.1638
C 1.0753 -3.0228 0.9512
C -0.9535 3.5904 -4.7450
C 3.7293 2.6832 -0.2534
C -0.9011 -0.7362 -0.4865
C 3.0744 2.7973 -2.5729
C -0.9400 4.5051 2.7517
C 4.0516 2.6517 -1.6097
C 1.7609 2.9930 -2.1686
C -2.2806 4.1691 2.8044
C -1.9982 3.7918 -3.8457
C -3.5347 -2.7137 1.6030
C -0.7522 3.4986 0.5562
C -0.1834 4.1713 1.6525
C 1.7798 -2.8019 2.1099
C 1.4240 3.0517 -0.7952
C -2.8580 3.4732 1.7583
C -0.5158 3.3723 -2.0105
C 3.7502 -2.3786 0.8164
C 1.6918 -2.9205 -0.2718
C 0.3189 3.2970 -4.2979
C -1.7930 3.6931 -2.4879
C -2.3727 -0.5305 1.9871
C 5.2360 -2.0513 0.7579
C -3.0191 -1.8944 -1.1227
C -0.0934 -5.8546 0.1923
B -0.4788 -3.4202 0.9825
H -1.4345 0.2115 -0.4393
H -3.4923 -3.6722 1.0916
H 1.1371 3.1761 -4.9857
H 1.2715 -2.8955 3.0559
H 0.8360 4.5033 1.5889
H 1.1114 -3.1014 -1.1606
H -1.4145 -0.0152 1.9912
H 0.9789 -5.6995 0.0627
H 2.1805 2.8710 1.2074
H -2.6706 -1.8176 -2.1524
H -2.9757 4.0469 -4.2180
H 3.6939 -2.2906 2.9332
H -1.1347 3.6810 -5.8036
H -3.5903 -2.8169 -1.0467
H 3.5274 -2.4980 -1.2901
H -3.6742 -2.9057 2.6656
H -0.5715 -5.5876 -0.7510
H -2.5588 2.5767 -0.1461
H -3.9034 3.2091 1.8051
H -1.7020 -5.1474 1.4607
H -0.4940 5.0511 3.5656
H -2.5845 3.9153 -1.7982
H -0.0672 -0.6992 0.2093
H 5.0750 2.5024 -1.9122
H -0.2559 -6.9214 0.3601
H -3.0982 0.0679 1.4386
H -2.8701 4.4471 3.6621
H 3.3128 2.7680 -3.6232
H -4.3993 -2.1597 1.2396
H 4.5070 2.5453 0.4797
H -2.7005 -0.5990 3.0233
H -3.6728 -1.0481 -0.9154
H -0.4942 -0.8419 -1.4900
H -0.1311 -5.1946 2.2606
```

Properties
gap between HOMO and LUMO = 0.0738 Ha
E_tot = -48733.5825 eV
multiplicity = 1
E_HOMO = -0.227 Ha

Atomic partial charges in e from the Mulliken method, atoms 1 to 4:
1. F -0.2598
2. F -0.2551
3. F -0.2918
4. O -0.6666

2.
Formula: C34H34BN15O4STi
Source: the OMol25 dataset
Level of theory: the ωB97M-V functional and the def2-TZVPD basis

```
90
C34H34BN15O4STi, DFT the ωB97M-V functional and the def2-TZVPD basis
Ti 0.6630 0.4596 0.2306
S -0.3484 2.5905 4.9263
O -1.6813 0.3286 -6.0665
O 2.0956 0.0251 -3.4317
O 1.6525 0.6751 -1.3284
O 0.5001 -0.0273 -5.7660
N 2.4952 0.9142 0.9864
N -1.2799 0.0252 0.9031
N 5.2974 -2.1317 -0.2044
N -0.8730 0.7568 -1.6617
N 1.0261 -1.0698 1.9074
N 3.4385 -0.0174 0.6164
N 2.2128 -1.7064 1.9181
N 2.0279 -1.9449 -0.5285
N 0.2310 1.6150 2.6517
N -3.0684 -1.5456 1.4973
N -2.1620 0.7738 -3.4209
N 0.7262 -1.5318 -0.5666
N 4.2184 -2.4721 0.5563
N 0.2491 2.6281 0.0964
N -0.8106 4.4854 0.6734
C -2.1171 -0.7293 1.1822
C 1.0067 -3.1319 -2.1009
C -0.7231 0.2543 -5.3479
C -2.1145 0.9375 -2.0783
C 0.1154 -2.2432 -1.5168
C -3.2981 1.3098 -1.2543
C 4.6288 0.5811 0.5426
C 5.3931 -4.3263 0.3292
C -0.8010 3.4793 3.5519
C -0.6113 5.7626 -1.4906
C 6.0054 -3.2370 -0.3281
C 0.2733 3.5243 -1.0040
C -5.2877 -2.0785 2.3778
C -0.1290 0.4897 -2.7795
C -0.0346 5.6758 -2.7383
C 1.1507 -2.3537 3.7377
C -5.6889 -2.1409 0.9050
C 4.2521 -3.8017 0.8649
C 0.8945 3.4768 -2.2539
C 1.3038 0.3429 -2.5844
C -4.0519 -1.2078 2.5694
C -3.2542 -2.8214 0.7527
C 3.1361 2.0873 1.1066
C -0.3675 3.2863 1.0664
C 2.2074 -2.9005 -1.4514
C 0.3319 1.3886 3.9312
C -0.3924 2.8157 2.4393
C 0.3688 -1.4723 2.9908
C 2.3191 -2.4750 3.0125
C 4.4809 1.9266 0.8533
C 0.7239 4.5525 -3.1017
C -4.5936 -2.7945 0.0318
C -0.9097 0.4894 -3.8882
C -0.4252 4.6736 -0.6487
B 3.0504 -1.5431 0.6317
H 5.2535 2.6742 0.8944
H 3.2098 -3.0481 3.2083
H -4.0264 0.4973 -1.2128
H -1.1653 6.6379 -1.1776
H -0.9224 -2.0594 -1.7489
H -6.6258 -2.6844 0.8015
H -6.0872 -1.6512 2.9828
H -2.9601 0.8700 -4.0375
H 3.1712 -3.3684 -1.5775
H 2.5911 2.9813 1.3573
H -2.9760 1.5467 -0.2449
H -3.2026 -3.6225 1.4889
H 1.5487 2.6749 -2.5469
H 5.7430 -5.3418 0.4003
H -3.5929 -1.3586 3.5466
H 3.4560 -4.2847 1.4078
H 1.2112 4.5374 -4.0673
H 0.8174 0.5203 4.3527
H -1.2865 5.1571 1.2529
H -4.4891 -2.2501 -0.9087
H -4.3088 -0.1533 2.4602
H -2.4087 -2.9488 0.0795
H 5.4984 0.0009 0.2817
H 1.1461 -0.0461 -5.0256
H -0.1401 6.4965 -3.4347
H 6.9349 -3.2178 -0.8764
H -0.6167 -1.0975 3.2073
H -4.8569 -3.8199 -0.2293
H 0.9008 -2.8402 4.6646
H 0.8141 -3.8419 -2.8867
H -5.8857 -1.1247 0.5531
H -1.2903 4.4367 3.6397
H -5.1082 -3.0812 2.7715
H -3.7994 2.1820 -1.6751
```

Properties
gap between HOMO and LUMO = 0.2565 Ha
E_tot = -100972.6952 eV
multiplicity = 1
total charge = +2
E_HOMO = -0.502 Ha

Atomic partial charges in e from the Mulliken method, atoms 1 to 4:
1. Ti -1.6198
2. S -0.1302
3. O -0.5662
4. O -0.8084

3.
Formula: C34H34CoN4O4PS
Source: the OMol25 dataset
Level of theory: the ωB97M-V functional and the def2-TZVPD basis

```
79
C34H34CoN4O4PS, DFT the ωB97M-V functional and the def2-TZVPD basis
Co 0.3780 -0.0522 -0.1187
S -0.6822 -2.1893 -1.5491
P -2.3855 1.5954 -0.1659
O -1.6657 -2.4298 -2.5552
O 0.5621 -1.5342 -1.9680
O -0.5890 -1.3205 1.9272
O 3.1233 2.9326 -0.1414
N -1.1694 -1.2732 -0.2757
N 1.8822 1.0896 -0.1125
N -0.7398 1.4168 -0.1052
N -0.0186 5.5538 -0.1562
C -3.3428 0.8288 1.1335
C 1.9050 2.3874 -0.0483
C 3.3683 0.0261 2.1973
C -0.5166 -3.3863 0.7120
C 0.0213 -4.9154 -1.0942
C -4.6621 -0.4260 3.2221
C -0.3515 -3.6677 -0.6340
C 3.2547 0.5838 -0.2844
C -2.2802 0.8941 -2.8170
C -4.0977 -0.3171 0.8885
C -4.1996 0.7276 -4.2467
C -0.2841 -4.3645 1.6661
C 0.2362 -5.8977 -0.1379
C 2.8044 -1.7404 0.5139
C -3.9022 0.7098 3.4702
C 0.0849 -5.6242 1.2217
C 0.7998 3.2915 0.1214
C -4.4932 1.2944 -1.9309
C 1.7086 5.1703 1.5680
C -2.1313 5.6426 0.9566
C -5.0312 1.0581 -3.1837
C -2.8271 0.6427 -4.0639
C -2.5941 4.3813 0.4647
C -0.4645 2.7696 0.0849
C -1.8747 3.2833 0.1424
C 3.6026 -0.4686 0.7737
C -3.2406 1.3359 2.4290
C -0.8459 6.0301 0.8330
C -4.7574 -0.9386 1.9350
C -0.8252 -1.9463 0.9067
C -3.1133 1.2068 -1.7464
C 4.0926 1.8669 -0.2309
C 1.1499 4.7755 0.2063
C -0.4925 5.3946 -1.5167
H 4.7306 1.9214 0.6504
H 1.9209 4.9646 -0.5460
H 3.3191 0.1201 -1.2729
H 0.2597 -6.4140 1.9397
H 0.5260 -6.8921 -0.4492
H 4.6647 -0.6999 0.6408
H 1.9624 6.2312 1.5870
H 2.9495 -2.1348 -0.4915
H -5.1463 1.5383 -1.1015
H 3.8705 0.9731 2.4002
H -1.2083 0.8277 -2.6738
H -6.1008 1.1244 -3.3289
H 1.7254 -1.5577 0.6562
H -2.1816 0.3716 -4.8877
H -0.3971 -4.1436 2.7187
H -5.3448 -1.8270 1.7458
H -0.8892 4.4011 -1.7531
H -1.2719 6.1289 -1.7080
H 3.7435 -0.7028 2.9152
H 0.9953 4.9578 2.3654
H 0.1382 -5.1177 -2.1500
H 2.3013 0.1605 2.3894
H -0.4164 6.7599 1.5132
H 3.0452 -2.5181 1.2395
H -5.1804 -0.9150 4.0361
H -3.6718 4.2376 0.4690
H -3.8246 1.1044 4.4740
H -4.1514 -0.7316 -0.1098
H -4.6264 0.5322 -5.2213
H -2.8173 6.2105 1.5715
H 2.6146 4.6018 1.7662
H 0.3442 5.5884 -2.1905
H -2.6425 2.2185 2.6216
H 4.6920 2.0301 -1.1231
```

Properties
<S²> = 0.77
gap between HOMO and LUMO (spin up / spin down) = 0.2892 / 0.2886 Ha
E_tot = -107705.3653 eV
multiplicity = 2
total charge = +1
E_HOMO (spin up / spin down) = -0.393 / -0.393 Ha

Atomic partial charges in e from the Mulliken method, atoms 1 to 4:
1. Co -0.3642
2. S 1.3071
3. P 0.7724
4. O -0.6688

4.
Formula: C34H34I2N8O3STi
Source: the OMol25 dataset
Level of theory: the ωB97M-V functional and the def2-TZVPD basis

```
83
C34H34I2N8O3STi, DFT the ωB97M-V functional and the def2-TZVPD basis
I -4.1113 -3.3576 4.6703
I -0.8939 -3.1126 -0.3817
Ti 0.1993 1.2577 1.0830
S 2.0620 3.3316 1.0041
O -0.3929 2.1851 -0.6917
O -1.1575 0.0285 0.3918
O 0.6569 3.6314 1.4504
N 1.1608 -6.3939 0.4067
N 2.2246 1.9139 0.6221
N 0.8764 1.4472 3.2255
N 1.8840 -5.5930 1.0793
N 2.3685 -2.5608 1.3272
N -1.5447 2.1427 2.2165
N 1.1761 -0.7311 1.4862
N 2.4753 -4.7008 0.2416
C -3.2677 -0.8506 3.1967
C -3.1758 -2.2369 3.1852
C 0.8766 -6.0081 -3.2633
C 0.6153 -6.5950 -2.0479
C 2.3655 -4.3455 -2.2770
C -0.6459 0.6933 -2.9869
C 2.4900 -1.0055 -0.6325
C -0.9319 2.0618 -3.5363
C 1.5832 1.5799 5.9023
C -1.4872 3.4137 -5.4768
C 0.0267 1.9375 4.1289
C 0.3375 1.9996 5.4806
C -1.8289 -0.7404 1.2442
C 3.2211 -3.6184 0.8120
C -2.6131 -0.1112 2.2268
C 2.0838 -4.9400 -1.0432
C 1.7437 -4.9000 -3.3729
C 2.0288 -1.3957 0.7250
C -1.8009 3.5171 -6.9394
C -1.8377 -2.1333 1.1917
C 2.0944 1.0576 3.6392
C -1.2641 2.5052 3.6191
C 1.2366 -6.0395 -0.9262
C 2.4885 1.1148 4.9573
C -0.9234 3.2389 -2.7495
C -1.4666 4.5616 -4.6851
C -1.2177 2.1850 -4.8872
C -2.4904 -2.8790 2.1648
C 0.9302 -1.5233 2.5932
C -0.6650 3.2007 -1.3353
C -1.1870 5.7836 -2.5394
C 1.6621 -2.6560 2.5090
C -1.1933 4.5017 -3.3344
C -2.8036 1.3669 2.0588
H 1.8507 1.6204 6.9497
H -0.7537 -0.0483 -3.7766
H 3.0387 -3.5048 -2.3786
H 2.7575 0.6908 2.8690
H -3.8693 -0.3483 3.9449
H -0.3917 2.3848 6.1807
H -1.6484 3.0112 1.7014
H -3.1543 1.5549 1.0425
H -2.8035 3.9216 -7.0865
H -1.1030 4.1945 -7.4338
H 0.3713 0.6355 -2.5945
H 0.2418 -1.2258 3.3662
H 2.3400 0.0591 -0.7825
H -0.2203 5.9695 -2.0695
H -1.7464 2.5481 -7.4310
H -2.0857 2.1858 4.2628
H 3.8051 -4.0148 1.6394
H -1.9453 5.7827 -1.7547
H -1.1947 3.5918 3.7006
H -0.7185 4.1476 -0.7844
H -2.4602 -3.9592 2.1225
H -1.2313 1.2923 -5.5009
H -0.0411 -7.4484 -1.9494
H -3.5617 1.7380 2.7526
H -1.3055 0.4305 -2.1601
H 1.9232 -1.5595 -1.3842
H 3.5526 -1.2058 -0.7728
H 3.8941 -3.2101 0.0634
H 0.4181 -6.4021 -4.1597
H -1.6720 5.5224 -5.1424
H 1.9297 -4.4786 -4.3520
H 1.7359 -3.5207 3.1449
H 3.4810 0.7915 5.2353
H -1.4001 6.6251 -3.1946
```

Properties
<S²> = 0.75
gap between HOMO and LUMO (spin up / spin down) = 0.2665 / 0.2572 Ha
E_tot = -104023.3087 eV
multiplicity = 2
total charge = +1
E_HOMO (spin up / spin down) = -0.374 / -0.374 Ha

Atomic partial charges in e from the Mulliken method, atoms 1 to 4:
1. I 0.1052
2. I 0.2212
3. Ti 0.1011
4. S 0.2337

5.
Formula: C34H34IN7OSr
Source: the OMol25 dataset
Level of theory: the ωB97M-V functional and the def2-TZVPD basis

```
78
C34H34IN7OSr, DFT the ωB97M-V functional and the def2-TZVPD basis
I 2.6194 0.5207 4.6410
Sr -0.2251 0.4635 -0.5665
O -0.1257 -1.8627 -1.1074
N 0.7744 0.7498 -2.9286
N -2.1017 -0.7676 0.7817
N 1.4858 -2.0505 0.5795
N -0.8071 2.4607 1.4195
N 1.7105 -0.6826 0.4628
N 2.0974 1.9268 0.3546
N -1.3129 2.4719 -1.3307
C 4.3520 3.1845 1.3913
C 2.6334 -0.2117 1.4568
C -0.6479 3.5330 3.5511
C 1.0113 -4.8304 0.7453
C 0.2931 -3.9868 -0.1079
C -0.9667 4.8346 1.5796
C 1.8266 -0.3111 2.7678
C -0.7487 -4.5381 -0.8530
C 4.0794 1.8613 1.6740
C 1.3357 -0.3445 -3.4362
C 0.6935 -6.1739 0.8491
C -3.9664 -1.7206 -0.3412
C -0.3510 -6.7126 0.1034
C 3.9186 -1.0416 1.5603
C -0.3729 -0.5050 -5.0884
C 0.7959 -0.9942 -4.5402
C -0.6784 2.4091 2.7462
C -2.7492 0.2351 -1.3817
C -2.5942 1.7666 -0.9469
C -4.0729 -2.6867 0.6493
C -1.0113 2.4673 -2.7824
C -0.3839 1.2002 -3.4263
C 0.5825 -2.5259 -0.2176
C -1.0679 -5.8863 -0.7488
C 2.9424 1.2484 1.1428
C -2.2050 -1.6897 1.7295
C 2.3839 3.1996 0.0781
C -1.1686 3.7479 -0.6610
C -0.7855 4.7742 2.9494
C 3.4831 3.8791 0.5635
C -0.9700 3.6526 0.8475
C -0.9880 0.6063 -4.5207
C -3.1761 -2.6793 1.7015
C -2.9497 -0.7846 -0.2482
H 1.2771 -1.8758 -4.9385
H -1.1000 5.7846 1.0771
H -0.7615 5.6809 3.5395
H -3.2109 -3.4281 2.4798
H -2.0229 4.4126 -0.8658
H 5.2306 3.6641 1.8035
H 1.2651 -6.8100 1.5148
H 1.8209 -4.4049 1.3229
H 1.6572 -1.3593 2.9968
H 3.6273 -2.0903 1.5663
H -3.4221 2.3448 -1.3669
H -1.8808 -6.2934 -1.3398
H 4.4900 -0.8308 2.4666
H -4.8435 -3.4442 0.5895
H -1.9229 0.9844 -4.9139
H 4.5514 -0.8641 0.6891
H -1.2982 -3.8829 -1.5164
H -1.8898 -0.0932 -1.9769
H -0.5835 1.4238 3.1842
H 1.6986 3.7079 -0.5923
H -2.6578 1.7840 0.1385
H -0.2922 4.2406 -1.0847
H 3.6511 4.9128 0.2930
H -0.5126 3.4263 4.6178
H -0.2804 3.2579 -2.9607
H -3.5958 0.1469 -2.0583
H -0.8225 -0.9937 -5.9430
H -1.4623 -1.6538 2.5179
H -4.6430 -1.7166 -1.1855
H 4.7413 1.2913 2.3074
H 2.2400 -0.6810 -2.9463
H -0.5965 -7.7644 0.1845
H 0.8809 0.2025 2.6454
H -1.9248 2.7139 -3.3376
```

Properties
gap between HOMO and LUMO = 0.1773 Ha
E_tot = -57225.3772 eV
multiplicity = 1
E_HOMO = -0.177 Ha

Atomic partial charges in e from the Mulliken method, atoms 1 to 4:
1. I -0.0913
2. Sr 1.1176
3. O -0.7119
4. N -0.3941

6.
Formula: C34H35AsBiN7O3S2
Source: the OMol25 dataset
Level of theory: the ωB97M-V functional and the def2-TZVPD basis

```
83
C34H35AsBiN7O3S2, DFT the ωB97M-V functional and the def2-TZVPD basis
Bi -0.9980 0.6185 -0.2516
As 0.5274 -1.6223 -0.7851
S -3.2859 1.0228 6.6370
S 5.9645 3.2904 -0.5951
O -3.4977 1.2018 0.0579
O -2.2830 -1.0664 0.2153
O -3.9747 -1.9289 1.3740
N -0.8175 0.7719 2.1001
N -0.4758 1.0041 -3.0584
N -1.2700 1.9324 -4.9033
N 0.1010 2.1979 -3.1899
N 1.2264 1.4366 0.4058
N 0.0309 3.8704 -4.8154
N -0.3976 2.6875 -4.2843
C 3.8971 -4.1767 -3.1471
C -3.5481 -1.0757 0.6416
C -3.9925 -0.5074 4.7231
C -1.8309 0.7539 4.2771
C -0.1909 -3.2239 0.0154
C -4.4185 0.0855 0.1606
C 2.3296 -1.6443 -0.0806
C -5.5294 0.3905 1.1452
C -4.9654 -0.2700 -1.2200
C 0.7580 -2.1185 -2.6737
C 4.4699 2.5598 -1.0324
C 3.5144 2.6746 1.2885
C -4.7272 0.1341 6.8123
C 1.6743 -3.2933 -2.8214
C 5.6622 2.6191 -3.0319
C 1.3436 1.7654 1.7099
C -0.7241 1.4149 4.7786
C 1.5213 2.4525 4.4221
C 2.2068 1.7130 -0.4378
C 0.2669 1.4255 2.5949
C -4.9859 -0.6418 5.7240
C -2.9950 0.3637 5.0727
C 3.3841 -5.4681 -3.1665
C 2.4801 2.4104 2.1966
C 2.0183 -5.6725 -3.0244
C 1.1676 -4.5901 -2.8535
C 2.5367 2.7611 3.5922
C 0.3483 1.7643 3.9448
C 3.4086 2.3251 -0.0462
C 3.0457 -3.0962 -2.9767
C -1.8162 0.4540 2.9084
C 4.4626 2.2557 -2.3690
C 6.5604 3.1927 -2.1852
C -1.3040 0.8721 -4.1025
H -0.6594 4.2476 -5.4474
H 0.4014 -4.0622 -0.3436
H 7.5474 3.5652 -2.4176
H -1.9162 0.0042 -4.2958
H -1.2376 -3.3411 -0.2482
H -0.2445 -2.3354 -3.0440
H 1.1336 -1.2397 -3.1937
H -5.6504 -1.1152 -1.1421
H 3.4477 -2.0879 -2.9812
H -4.0000 2.0060 -0.1206
H 2.0324 1.4526 -1.4759
H -4.0078 -1.0697 3.7946
H 2.9847 -0.9625 -0.6182
H 4.4132 3.1623 1.6508
H 0.0990 -4.7552 -2.7631
H 1.5675 2.7150 5.4720
H 4.9595 -4.0115 -3.2783
H -2.6489 -0.0821 2.4727
H -5.5110 0.5777 -1.6394
H -6.2464 1.0860 0.7032
H -6.0503 -0.5251 1.4139
H -5.3100 0.2277 7.7168
H 5.8486 2.4663 -4.0860
H -4.1557 -0.5406 -1.9006
H 2.3082 -1.3783 0.9759
H 1.6123 -6.6760 -3.0592
H 2.6891 -2.6634 -0.1972
H -0.1112 -3.1441 1.0981
H 3.6279 1.7895 -2.8793
H 4.0470 -6.3128 -3.3030
H 3.4134 3.2804 3.9598
H -5.1207 0.8362 2.0547
H -0.6693 1.6560 5.8349
H -5.8504 -1.2864 5.6422
H 0.3787 4.4909 -4.1010
```

Properties
gap between HOMO and LUMO = 0.2487 Ha
E_tot = -140734.9255 eV
multiplicity = 1
total charge = +2
E_HOMO = -0.470 Ha

Atomic partial charges in e from the Mulliken method, atoms 1 to 4:
1. Bi 1.2655
2. As 0.8393
3. S -0.1672
4. S -0.1724

Q: E_tot of number 5 (C34H34IN7OSr)?
A: -57225.3772 eV

Q: What is the formula in the third record?
A: C34H34CoN4O4PS

Q: Among the records above, which one has the highest E_tot?
A: C34H34BF3O2

Q: Which of these has the lowest E_tot?
A: C34H35AsBiN7O3S2